<one>
The molecule C21H24N2O6S, computed with wB97M-V/def2-TZVPD.

The lowest unoccupied orbital energy comes out at 0.5162 eV. The SMILES is COc1ccc(NC(=O)[C@H](CCS(C)(=O)=O)N2Cc3ccccc3C2=O)c(OC)c1.

Each line ends with the natural charge from an NBO analysis.
Atoms and positions in Å:
1 H 2.91 -3.47 1.88  0.244
2 C 2.25 -1.44 1.45  -0.412
3 S 2.54 -3.47 -0.45  2.155
4 C -2.74 2.11 -2.67  -0.249
5 H 1.97 -1.21 2.48  0.237
6 H -7.21 -0.37 1.78  0.176
7 C 1.30 -0.71 0.49  -0.173
8 H -3.38 1.56 -3.36  0.183
9 H 1.43 -1.12 -0.52  0.279
10 H 0.96 4.48 2.17  0.217
11 O -2.18 1.26 -1.69  -0.513
12 C 2.57 1.19 -0.41  0.658
13 C -4.58 -0.93 0.90  -0.327
14 H 1.19 -3.32 1.47  0.266
15 H 3.92 5.69 -0.67  0.218
16 H 2.35 6.23 1.14  0.217
17 C -0.17 -0.91 0.90  0.686
18 H 1.27 1.42 2.37  0.217
19 C -3.03 0.56 -0.88  0.289
20 C 2.65 2.63 -0.12  -0.086
21 C 1.76 2.94 0.91  -0.004
22 H -1.89 2.53 -3.21  0.203
23 H 3.82 -1.54 -1.11  0.281
24 C 3.32 4.91 -0.24  -0.215
25 C -3.20 -1.04 0.92  -0.205
26 C 3.44 3.61 -0.71  -0.185
27 C 4.04 -2.59 -0.96  -0.887
28 H -2.72 -1.69 1.62  0.252
29 N 1.60 0.70 0.42  -0.416
30 C -7.39 -0.61 0.72  -0.252
31 C 1.64 4.23 1.37  -0.205
32 O 2.84 -4.88 -0.40  -0.952
33 H -3.32 2.92 -2.21  0.179
34 H 4.79 -2.74 -0.19  0.231
35 C 2.19 -2.94 1.26  -0.650
36 H 4.37 -3.05 -1.88  0.257
37 H 4.12 3.36 -1.50  0.231
38 H -5.15 -1.51 1.60  0.222
39 H -0.62 0.06 -0.82  0.424
40 C -5.19 -0.08 -0.01  0.320
41 C 2.43 5.21 0.79  -0.186
42 H -7.28 -1.69 0.57  0.178
43 C -2.42 -0.31 0.04  0.133
44 C 1.05 1.69 1.32  -0.241
45 O -0.49 -1.46 1.94  -0.619
46 O -6.54 0.11 -0.13  -0.495
47 O 3.22 0.52 -1.19  -0.637
48 C -4.41 0.67 -0.90  -0.337
49 H -8.40 -0.31 0.45  0.200
50 H 3.26 -1.08 1.27  0.219
51 N -1.02 -0.38 0.00  -0.616
52 H -4.92 1.32 -1.58  0.230
53 H -0.03 1.78 1.22  0.223
54 O 1.46 -3.07 -1.31  -0.962

<two>
The molecule C21H24N2O6S, computed with wB97M-V/def2-TZVPD.

The lowest unoccupied orbital energy comes out at 0.5216 eV. The SMILES is COc1ccc(S(=O)(=O)N2CCC[C@H](C(=O)NCc3ccc4c(c3)OCO4)C2)cc1.

Each line ends with the natural charge from an NBO analysis.
Atoms and positions in Å:
1 H 2.02 0.18 -1.86  0.221
2 C -1.13 -1.84 1.27  -0.323
3 C -2.50 1.31 0.90  -0.272
4 C 4.39 1.90 0.02  -0.391
5 H 0.95 -1.77 1.78  0.225
6 C -3.91 -2.06 1.71  -0.253
7 H 3.31 2.39 -1.77  0.245
8 H -5.94 -0.65 -0.61  0.155
9 H 0.14 -2.25 -2.35  0.244
10 O -3.39 -2.06 0.40  -0.497
11 H -0.06 3.00 1.17  0.249
12 C 0.23 -1.85 0.99  -0.114
13 H -2.62 1.46 1.96  0.223
14 C -1.26 1.48 0.28  -0.037
15 O 2.96 -3.04 0.39  -0.935
16 S 2.42 -2.14 -0.59  2.326
17 N 2.95 -0.59 -0.19  -0.704
18 H -2.32 -2.24 -1.87  0.234
19 N 1.19 1.52 0.55  -0.647
20 H -3.72 -1.10 2.21  0.184
21 C -1.59 -2.12 -1.08  -0.252
22 H -0.17 1.50 2.12  0.198
23 C -1.14 1.30 -1.09  -0.170
24 H 5.28 1.71 -0.58  0.205
25 C 4.34 0.88 1.16  -0.413
26 C 3.15 1.77 -0.88  -0.315
27 O 2.67 -2.41 -1.98  -0.937
28 H -0.18 1.45 -1.56  0.207
29 H -2.11 0.79 -2.95  0.228
30 H -6.37 1.07 -0.90  0.161
31 H -3.51 -2.88 2.30  0.182
32 C -3.57 0.96 0.11  0.236
33 C -2.22 0.93 -1.89  -0.284
34 C 1.94 2.38 -0.18  0.683
35 C -5.54 0.38 -0.72  0.239
36 C -0.24 -2.13 -1.35  -0.160
37 C -3.43 0.77 -1.27  0.285
38 O -4.87 0.74 0.47  -0.488
39 C 4.18 -0.52 0.59  -0.229
40 H -4.99 -2.19 1.59  0.204
41 C 2.97 0.32 -1.33  -0.235
42 C -2.05 -2.00 0.23  0.347
43 O -4.64 0.42 -1.80  -0.491
44 C -0.08 1.91 1.11  -0.249
45 H 3.78 0.04 -2.02  0.207
46 H 1.43 0.53 0.52  0.429
47 H 3.50 1.11 1.82  0.211
48 H 4.44 2.91 0.41  0.230
49 C 0.67 -2.00 -0.31  -0.398
50 O 1.69 3.56 -0.26  -0.632
51 H 4.10 -1.27 1.37  0.238
52 H 5.04 -0.77 -0.04  0.180
53 H -1.46 -1.73 2.29  0.227
54 H 5.26 0.93 1.74  0.221

Tell me which of them is the most stable. Sure, it is <one>.